# 1
2 unconnected molecules or ions with the total composition C3H8N2O2. Source: the OMol25 dataset; level of theory: ωB97M-V/def2-TZVPD.

Kohn-Sham gap = 10.5 eV
E_HOMO = -9.69 eV
largest force on an atom = 0.00941 hartree/bohr
E_LUMO = 0.858 eV
energy above the lowest of the compared OMol25 structures with the same formula, charge and spin = 6.9 kcal/mol

Structure (ORCA input):
```
! wB97M-V def2-TZVPD RIJCOSX def2/J DEFGRID3
* xyz 0 1
O 0.010 2.092 0.232
C -0.524 1.009 0.142
N -0.039 -0.118 -0.455
C -0.907 -1.256 -0.269
C -2.050 -0.636 0.566
O -1.761 0.758 0.651
H 0.979 -0.176 -0.534
H -0.406 -2.072 0.265
H -1.269 -1.649 -1.226
H -2.089 -1.045 1.581
H -3.030 -0.756 0.099
N 2.631 0.724 0.150
H 2.183 1.610 -0.083
H 3.616 0.791 -0.087
H 2.574 0.662 1.164
*
```


# 2
2 unconnected molecules or ions with the total composition C2H8S2. Source: the OMol25 dataset; level of theory: ωB97M-V/def2-TZVPD.

Kohn-Sham gap = 9.7 eV
E_HOMO = -8.97 eV
largest force on an atom = 0.01029 hartree/bohr
E_LUMO = 0.757 eV
energy above the lowest of the compared OMol25 structures with the same formula, charge and spin = 3.6 kcal/mol

Structure (ORCA input):
```
! wB97M-V def2-TZVPD RIJCOSX def2/J DEFGRID3
* xyz 0 1
C 0.508 -1.189 1.459
C 1.063 -1.123 0.054
S 1.569 0.552 -0.471
H 1.216 -0.800 2.191
H -0.429 -0.642 1.552
H 0.292 -2.232 1.716
H 0.310 -1.420 -0.680
H 1.915 -1.786 -0.075
H 2.383 0.765 0.571
S -2.255 0.678 -0.318
H -2.529 -0.598 -0.009
H -3.516 0.921 -0.628
*
```


# 3
A molecular structure, CHO5Sc in a non-equilibrium geometry. Source: the OMol25 dataset; level of theory: ωB97M-V/def2-TZVPD.

Kohn-Sham gap (spin up / spin down) = 6.1 / 6.1 eV
E_HOMO (spin up / spin down) = -19.57 / -19.57 eV
largest force on an atom = 0.10961 hartree/bohr
E_LUMO (spin up / spin down) = -13.452 / -13.450 eV

Structure (ORCA input):
```
! wB97M-V def2-TZVPD RIJCOSX def2/J DEFGRID3
* xyz 2 1
O 1.533 0.909 0.600
O 0.440 -0.799 -0.492
O 0.828 -0.298 0.776
C -0.782 0.113 -0.337
O -0.912 1.069 -1.032
O -1.651 -0.506 0.423
Sc 3.098 -0.150 -0.054
H -2.554 -0.338 0.117
*
```


# 4
2 unconnected molecules or ions with the total composition C5H9N3O in a non-equilibrium geometry. Source: the OMol25 dataset; level of theory: ωB97M-V/def2-TZVPD.

Kohn-Sham gap = 8.6 eV
E_HOMO = -8.66 eV
largest force on an atom = 0.11966 hartree/bohr
E_LUMO = -0.077 eV
energy above the lowest of the compared OMol25 structures with the same formula, charge and spin = 204.9 kcal/mol

Structure (ORCA input):
```
! wB97M-V def2-TZVPD RIJCOSX def2/J DEFGRID3
* xyz 0 1
C 1.966 -0.833 -0.494
C 0.788 -0.166 0.130
C -0.519 -0.761 -0.004
C -1.429 1.388 -0.435
C 0.712 0.755 1.330
H 1.578 -1.215 -1.478
H 2.690 -1.543 0.195
H 2.793 0.003 -0.999
H -0.614 -1.798 0.541
H -0.460 -1.194 -0.975
H -2.545 -1.536 -0.520
H -2.204 1.845 -1.095
H -0.298 0.697 1.826
H 1.494 1.217 2.082
N -1.668 0.144 0.302
N -0.297 2.007 -0.545
N 0.896 1.460 -0.036
O -2.883 -0.472 0.174
*
```


# 5
A molecular structure, C4H7LiO3 in a non-equilibrium geometry. Source: the OMol25 dataset; level of theory: ωB97M-V/def2-TZVPD.

Kohn-Sham gap = 7.5 eV
E_HOMO = -7.87 eV
largest force on an atom = 0.02874 hartree/bohr
E_LUMO = -0.324 eV
energy above the lowest of the compared OMol25 structures with the same formula, charge and spin = 20.1 kcal/mol

Structure (ORCA input):
```
! wB97M-V def2-TZVPD RIJCOSX def2/J DEFGRID3
* xyz 0 1
O -2.896 0.853 -1.549
C -2.099 1.519 -2.104
O -0.686 1.627 -0.891
C 0.359 0.775 -1.226
C 0.940 0.084 -0.003
O -0.088 -0.650 0.650
C 0.370 -1.413 1.747
Li -1.661 0.537 0.514
H 1.199 1.303 -1.723
H 0.002 -0.009 -1.929
H 1.362 0.826 0.701
H 1.752 -0.601 -0.305
H -0.508 -1.830 2.254
H 1.019 -2.236 1.408
H 0.935 -0.785 2.457
*
```


# 6
A single C3H7N5 molecule in a non-equilibrium geometry. Source: the OMol25 dataset; level of theory: ωB97M-V/def2-TZVPD.

Kohn-Sham gap = 10.3 eV
E_HOMO = -9.53 eV
largest force on an atom = 0.15285 hartree/bohr
E_LUMO = 0.731 eV
energy above the lowest of the compared OMol25 structures with the same formula, charge and spin = 72.5 kcal/mol

Structure (ORCA input):
```
! wB97M-V def2-TZVPD RIJCOSX def2/J DEFGRID3
* xyz 0 1
C 0.466 2.397 0.268
N 0.430 1.308 -0.807
N -0.007 0.171 -0.373
N -1.294 0.025 -0.969
C -1.631 -1.090 -0.386
N -0.645 -1.619 0.508
C 0.285 -0.769 0.504
N 1.710 -0.991 0.894
H 0.830 3.328 -0.240
H -0.552 2.334 0.675
H 1.110 2.084 1.031
H 1.445 1.075 -1.148
H -2.572 -1.633 -0.366
H 1.671 -2.123 1.115
H 1.993 -0.557 1.840
*
```


# 7
A molecular structure, C41H38CoF6IN2O2Sb3. Source: the OMol25 dataset; level of theory: ωB97M-V/def2-TZVPD.

Kohn-Sham gap (spin up / spin down) = 5.1 / 7.1 eV
E_HOMO (spin up / spin down) = -10.71 / -10.78 eV
⟨S²⟩ = 2.424
largest force on an atom = 0.01059 hartree/bohr
E_LUMO (spin up / spin down) = -5.608 / -3.677 eV

Structure (ORCA input):
```
! wB97M-V def2-TZVPD RIJCOSX def2/J DEFGRID3
* xyz 1 3
Co 0.513 -0.582 0.490
C -0.700 -2.206 -3.616
C 0.758 -2.007 -3.347
N 1.621 -2.411 -4.246
C 2.937 -2.270 -4.013
C 3.446 -1.704 -2.875
C 4.941 -1.585 -2.711
O 5.376 -0.233 -2.552
C 2.535 -1.245 -1.889
C 3.087 -0.609 -0.725
N 2.438 -0.121 0.279
C 3.179 0.559 1.285
C 4.356 1.244 0.978
C 5.090 1.869 1.970
C 4.662 1.836 3.288
C 3.475 1.197 3.608
C 2.741 0.582 2.607
I 0.897 -0.275 3.124
C 1.163 -1.411 -2.117
O 0.207 -1.027 -1.295
H -0.824 -2.599 -4.622
H -1.255 -1.271 -3.512
H -1.119 -2.912 -2.896
H 3.600 -2.637 -4.787
H 5.429 -2.051 -3.569
H 5.281 -2.118 -1.822
H 5.311 0.210 -3.404
H 4.168 -0.526 -0.710
H 4.689 1.303 -0.050
H 6.000 2.390 1.707
H 5.238 2.320 4.066
H 3.120 1.187 4.630
C -1.788 2.400 1.653
C -3.174 2.020 1.137
C -3.243 0.723 0.332
Sb -2.088 -1.019 0.827
C -3.140 -2.340 -0.410
C -3.597 -3.558 0.082
C -4.400 -4.353 -0.720
C -4.737 -3.938 -2.002
C -4.281 -2.721 -2.487
C -3.483 -1.915 -1.689
C -2.464 -1.473 2.848
C -3.404 -0.707 3.535
C -3.652 -0.962 4.876
C -2.960 -1.975 5.528
C -2.024 -2.736 4.842
C -1.769 -2.489 3.499
Sb -0.222 1.987 0.249
C -1.094 2.573 -1.584
C -1.928 3.689 -1.642
C -2.501 4.065 -2.848
C -2.238 3.335 -4.000
C -1.397 2.231 -3.949
C -0.825 1.849 -2.743
C 1.160 3.539 0.606
C 1.515 4.411 -0.418
C 2.430 5.426 -0.170
C 2.986 5.571 1.092
C 2.629 4.703 2.115
C 1.720 3.684 1.873
H -1.531 1.785 2.522
H -1.742 3.438 1.980
H -3.561 2.808 0.486
H -3.857 1.976 1.988
H -2.939 0.907 -0.702
H -4.265 0.343 0.285
H -3.324 -3.894 1.074
H -4.757 -5.303 -0.345
H -5.358 -4.568 -2.625
H -4.543 -2.399 -3.486
H -3.125 -0.968 -2.078
H -3.959 0.076 3.033
H -4.387 -0.373 5.408
H -3.155 -2.173 6.574
H -1.489 -3.531 5.344
H -1.040 -3.096 2.978
H -2.123 4.280 -0.753
H -3.149 4.930 -2.889
H -2.686 3.631 -4.939
H -1.185 1.666 -4.847
H -0.187 0.976 -2.707
H 1.084 4.306 -1.407
H 2.705 6.105 -0.966
H 3.695 6.366 1.282
H 3.056 4.819 3.103
H 1.445 3.016 2.678
F 1.292 -2.484 0.995
Sb 0.873 -4.393 0.734
F -0.924 -3.759 0.913
F 0.922 -4.493 2.614
F 0.349 -6.170 0.552
F 2.712 -4.703 0.603
F 0.758 -4.041 -1.107
*
```


# 8
A molecular structure, C17H15AuBrGeN in a non-equilibrium geometry. Source: the OMol25 dataset; level of theory: ωB97M-V/def2-TZVPD.

Kohn-Sham gap = 4.8 eV
E_HOMO = -15.38 eV
largest force on an atom = 0.03793 hartree/bohr
E_LUMO = -10.560 eV
energy above the lowest of the compared OMol25 structures with the same formula, charge and spin = 42.7 kcal/mol

Structure (ORCA input):
```
! wB97M-V def2-TZVPD RIJCOSX def2/J DEFGRID3
* xyz 2 1
Au -0.636 0.450 -1.074
Ge -0.755 0.689 1.408
C -1.199 -1.179 1.701
C -2.354 -1.476 2.438
C -2.487 -2.743 2.964
C -1.532 -3.722 2.672
C -0.406 -3.432 1.902
C -0.245 -2.166 1.380
C 1.070 1.386 1.755
C 1.210 1.486 3.135
C 2.454 1.844 3.642
C 3.495 2.146 2.777
C 3.324 2.062 1.402
C 2.099 1.678 0.875
H -1.745 1.492 2.242
H -3.107 -0.722 2.635
H -3.337 -2.973 3.592
H -1.685 -4.733 3.030
H 0.340 -4.190 1.707
H 0.628 -1.925 0.787
H 0.387 1.298 3.817
H 2.579 1.903 4.715
H 4.444 2.467 3.187
H 4.140 2.293 0.731
H 1.966 1.619 -0.196
Br -0.832 0.620 -7.814
C -0.806 0.601 -5.947
C -1.054 -0.578 -5.248
C -1.015 -0.558 -3.873
N -0.743 0.563 -3.181
C -0.516 1.705 -3.852
C -0.539 1.762 -5.227
H -1.275 -1.500 -5.766
H -1.208 -1.461 -3.312
H -0.313 2.596 -3.276
H -0.351 2.699 -5.731
*
```


# 9
2 unconnected molecules or ions with the total composition C4H11NO3 in a non-equilibrium geometry. Source: the OMol25 dataset; level of theory: ωB97M-V/def2-TZVPD.

Kohn-Sham gap = 10.2 eV
E_HOMO = -9.38 eV
largest force on an atom = 0.04157 hartree/bohr
E_LUMO = 0.814 eV
energy above the lowest of the compared OMol25 structures with the same formula, charge and spin = 54.2 kcal/mol

Structure (ORCA input):
```
! wB97M-V def2-TZVPD RIJCOSX def2/J DEFGRID3
* xyz 0 1
N -0.338 0.798 -1.009
C 0.179 -0.352 -0.314
C -0.703 -1.576 -0.387
O -1.910 -1.533 -0.293
C 0.555 -0.119 1.145
C 1.769 0.797 1.351
O 2.951 0.035 1.627
H -1.287 0.679 -1.388
H -0.367 1.628 -0.436
H 1.126 -0.711 -0.792
H -0.272 -2.583 -0.554
H 0.823 -1.000 1.751
H -0.352 0.324 1.579
H 1.821 1.469 2.208
H 1.776 1.306 0.372
H 3.453 -0.183 0.856
O -2.897 0.484 -2.252
H -3.012 -0.425 -1.943
H -3.316 0.963 -1.520
*
```